Record 1
Formula: C6H8
Source: OMol25
Level of theory: ωB97M-V with the def2-TZVPD basis set

Each line ends with the Mulliken charge.
Element x y z (Å)
C: 1.19434 1.22478 0.22956  -0.05
C: -0.75504 -1.36640 -0.79548  -1.47
C: -0.94128 0.78413 0.49525  -0.54
C: -0.06148 1.70656 0.06262  -0.38
C: -0.16972 -0.49457 0.43827  0.49
C: 1.37738 -0.13950 0.40481  -0.60
H: -0.08310 2.78324 -0.26932  0.31
H: -0.03066 -2.17151 -0.94428  0.37
H: -0.45426 -1.06093 1.41483  0.34
H: 2.24287 1.87596 0.47990  0.18
H: -1.64053 -1.79980 -0.60515  0.49
H: -0.68821 -1.00601 -1.82189  0.34
H: -2.03462 0.59450 -0.01035  0.21
H: 2.04432 -0.93044 0.92124  0.30

Output
HOMO (eV): -8.669
LUMO level (eV): 0.493
ΔE to the lowest compared entry with this formula, charge and spin (eV): 3.2587
Molecular weight (g mol⁻¹): 80.1
SMILES: CC1C=CC=C1
Frontier orbital gap (eV): 9.2



Record 2
Formula: C6H8
Source: OMol25
Level of theory: ωB97M-V with the def2-TZVPD basis set

Each line ends with the Mulliken charge.
Element x y z (Å)
C: 2.42134 -0.68473 -1.03679  0.07
C: 1.77209 -0.38510 -0.06361  -0.42
C: -1.76683 0.70239 0.05601  -0.43
C: 0.86933 0.05391 1.03665  -0.55
C: -0.28744 0.67216 0.27456  -0.26
C: -1.20490 -0.59107 -0.35467  -0.61
H: 3.00556 -0.96634 -1.88935  0.39
H: -0.90072 -0.94936 -1.32638  0.29
H: 1.44081 0.72000 1.69538  0.28
H: -2.53745 0.76658 0.80935  0.25
H: -1.88036 1.36277 -0.79615  0.24
H: -1.58937 -1.43378 0.26640  0.24
H: 0.13442 1.54759 -0.26357  0.23
H: 0.52354 -0.81502 1.59217  0.27

Output
HOMO (eV): -8.740
LUMO level (eV): 1.136
ΔE to the lowest compared entry with this formula, charge and spin (eV): 3.8315
Molecular weight (g mol⁻¹): 80.1
SMILES: C#CCC1CC1
Frontier orbital gap (eV): 9.9



Record 3
Formula: C6H8
Source: OMol25
Level of theory: ωB97M-V with the def2-TZVPD basis set

Each line ends with the Mulliken charge.
Element x y z (Å)
C: 1.29665 -0.62714 0.34459  -0.54
C: -0.96295 -0.71473 -0.08021  0.09
C: -0.42871 0.51650 -0.77236  -0.22
C: 0.02350 -1.21036 0.73883  -0.51
C: -1.69423 0.55126 0.08336  -0.72
C: 0.98977 0.75586 -0.24116  -0.44
H: 2.16770 -0.71121 1.04256  0.30
H: 0.75460 -1.50173 -0.83423  0.33
H: -0.02044 -2.01032 1.47883  0.33
H: 1.05232 1.55992 0.51100  0.29
H: -0.59836 0.64225 -1.84264  0.35
H: -1.65632 1.03605 1.05788  0.21
H: -2.62642 0.70339 -0.45156  0.25
H: 1.70289 1.01026 -1.03488  0.27

Output
HOMO (eV): -7.310
LUMO level (eV): 0.420
ΔE to the lowest compared entry with this formula, charge and spin (eV): 5.3746
Molecular weight (g mol⁻¹): 80.1
Frontier orbital gap (eV): 7.7



Record 4
Formula: C6H8
Source: OMol25
Level of theory: ωB97M-V with the def2-TZVPD basis set

Each line ends with the Mulliken charge.
Element x y z (Å)
C: 1.47190 0.78480 0.05318  -0.68
C: -1.45923 0.03195 0.57484  -0.45
C: 0.32124 0.47999 -0.85652  -0.03
C: 0.80176 -0.58459 0.09567  -0.34
C: -0.53242 -1.16052 0.55320  -0.43
C: -0.98225 0.94798 -0.26620  -0.60
H: -2.39565 0.06210 1.12437  0.42
H: 0.26915 0.11134 -1.87700  0.37
H: 1.34227 1.60373 0.75867  0.25
H: -0.79875 -1.69884 -0.37918  0.19
H: 1.47526 -1.33166 -0.31225  0.27
H: -0.58116 -1.87783 1.37336  0.39
H: 2.48819 0.71890 -0.33517  0.24
H: -1.42030 1.91265 -0.50698  0.39

Output
HOMO (eV): -9.137
LUMO level (eV): 1.217
ΔE to the lowest compared entry with this formula, charge and spin (eV): 1.5930
Molecular weight (g mol⁻¹): 80.1
SMILES: C1=C[C@H]2C[C@H]2C1
Frontier orbital gap (eV): 10.4



Record 5
Formula: C6H8
Source: OMol25
Level of theory: ωB97M-V with the def2-TZVPD basis set

Each line ends with the Mulliken charge.
Element x y z (Å)
C: 0.92281 0.31708 0.23200  -0.08
C: -1.20156 0.75183 -1.18028  -0.43
C: 0.48926 -0.98795 -0.29080  -0.04
C: -0.33219 1.46294 -0.62130  -0.36
C: 0.92675 0.17795 1.61073  -0.75
C: -0.85543 -1.21766 -0.36584  -1.05
H: 0.14370 -0.38414 2.10842  0.26
H: -0.03090 2.49169 -0.51305  0.36
H: 1.22618 -1.64425 -0.74485  0.32
H: -1.51744 -0.79788 0.38880  0.31
H: -2.04583 0.57120 -1.81784  0.42
H: -1.23810 -2.11189 -0.85613  0.37
H: 1.84069 0.72097 -0.19854  0.35
H: 1.67206 0.65008 2.24866  0.28

Output
HOMO (spin up / spin down) (eV): -7.534 / -7.533
LUMO level (spin up / spin down) (eV): 0.234 / 0.235
ΔE to the lowest compared entry with this formula, charge and spin (eV): 5.3363
Molecular weight (g mol⁻¹): 80.1
Frontier orbital gap (spin up / spin down) (eV): 7.8 / 7.8



Record 6
Formula: C6H8
Source: OMol25
Level of theory: ωB97M-V with the def2-TZVPD basis set

Each line ends with the Mulliken charge.
Element x y z (Å)
C: -0.57922 1.42294 -0.21355  -1.15
C: 3.20288 -0.55226 0.32537  -0.70
C: -0.62679 -1.11542 0.07548  -0.31
C: -1.44343 0.20265 0.09398  -0.39
C: 1.91401 -0.74805 0.36981  0.35
C: 0.68857 -0.88620 0.69889  -0.16
H: -2.24754 0.10185 -0.64451  0.28
H: 3.75915 -0.59801 -0.60941  0.22
H: -1.17302 -1.87739 0.64410  0.28
H: 0.19806 1.52706 0.55089  0.33
H: -1.16687 2.34501 -0.22033  0.35
H: -1.91967 0.32237 1.07227  0.29
H: -0.52816 -1.46626 -0.95994  0.31
H: -0.07797 1.32173 -1.18306  0.30

Output
HOMO (spin up / spin down) (eV): -8.095 / -8.098
LUMO level (spin up / spin down) (eV): -1.050 / -1.057
ΔE to the lowest compared entry with this formula, charge and spin (eV): 4.3201
Molecular weight (g mol⁻¹): 80.1
Frontier orbital gap (spin up / spin down) (eV): 7.0 / 7.0



Values of E_tot, in order: -233.26725 -233.24620 -233.18949 -233.32846 -233.19090 -233.22824, all in a.u..
Values of max |F|, in order: 10.4 1.6 4.5 1.2 0.5 0.3, all in eV/Å.